# 1
Formula: C2H6O3
Source: the Open Molecules 2025 dataset
Level of theory: ωB97M-V/def2-TZVPD

```
! RIJCOSX wB97M-V def2-TZVPD def2/J DEFGRID3
* xyz 0 1
C -1.919 -0.402 -0.099
H -1.086 -0.211 -0.788
H 0.919 1.324 0.127
O 1.181 -0.699 0.069
H 2.622 0.815 0.144
O -1.756 0.366 1.007
H -2.453 0.011 1.576
H 1.764 0.644 -1.362
O -2.818 -1.124 -0.399
H 1.915 -1.336 0.002
C 1.631 0.612 -0.278
*
```

The value obtained for the strongest force on any atom is 0.0445 hartree/bohr. Its LUMO energy is 0.8 eV. The SMILES is O=CO.CO. The calculation puts the HOMO-LUMO gap at 11.34 eV. As for the energy above the lowest of the compared OMol25 structures with the same formula, charge and spin: 1.330 eV.

Results of the natural (NBO) charge analysis, in e, for atoms 1 through 5: C 0.653; H 0.113; H 0.193; O -0.738; H 0.167

---

# 2
Formula: H11NO4
Source: the Open Molecules 2025 dataset
Level of theory: ωB97M-V/def2-TZVPD

```
! RIJCOSX wB97M-V def2-TZVPD def2/J DEFGRID3
* xyz 0 1
H 1.189 -1.359 1.244
O -0.082 -2.527 -2.089
H -2.310 2.778 0.126
O -0.118 0.370 -1.038
H -2.824 3.008 -1.513
O 0.268 -1.712 1.306
H 2.540 1.225 2.145
H -0.949 1.028 -1.129
H -0.144 -1.525 -2.055
N -2.087 2.701 -0.894
H -1.020 -2.756 -2.126
H 1.380 1.407 3.112
O 2.080 0.749 2.877
H 0.468 1.123 -1.539
H -1.300 3.379 -0.994
H 0.391 -2.256 0.541
*
```

The value obtained for the strongest force on any atom is 0.1170 hartree/bohr. Its LUMO energy is 0.2 eV. The SMILES is N.O.O.O.O. The calculation puts the HOMO-LUMO gap at 10.65 eV. As for the energy above the lowest of the compared OMol25 structures with the same formula, charge and spin: 1.720 eV.

Results of the natural (NBO) charge analysis, in e, for atoms 1 through 5: H 0.463; O -0.964; H 0.383; O -0.975; H 0.379

---

# 3
Formula: C24H37N4OPtSe
Source: the Open Molecules 2025 dataset
Level of theory: ωB97M-V/def2-TZVPD

```
! RIJCOSX wB97M-V def2-TZVPD def2/J DEFGRID3
* xyz 1 3
C 1.575 0.670 2.008
H 1.000 -6.385 -0.899
H -4.069 -1.387 2.040
C -0.355 2.562 2.359
C 1.045 -5.677 -1.728
C 1.086 -3.023 3.979
N -0.480 -0.276 -2.314
H 0.947 0.949 -4.084
H 2.029 -2.387 -2.145
Pt 0.572 -1.679 0.599
H 0.043 -5.588 -2.151
H 1.181 2.137 -2.794
H -1.628 1.007 1.498
C 1.935 1.936 2.553
H 2.438 0.938 -3.108
C -3.061 -1.452 1.625
C 0.875 -3.790 1.212
H 3.670 -4.822 -1.494
N 3.212 2.088 2.847
H -2.998 -2.071 -1.025
C -0.701 -3.396 -0.358
H -3.164 -4.079 2.812
H -0.512 -5.014 4.950
C -0.295 -3.452 3.456
H 1.801 -4.083 1.676
H 0.647 -3.206 -2.891
H 0.240 -5.566 3.448
H -0.902 -0.909 -1.651
O 1.353 -0.067 -1.016
H 3.022 -5.249 0.085
H -2.355 -1.194 2.406
H -4.596 -3.753 1.842
C 1.636 -3.357 -2.453
H -3.409 -3.792 -0.874
C 0.652 -3.793 -0.194
C 0.751 0.196 -2.063
H 1.296 -1.982 3.725
H -1.208 -3.345 -1.308
H 3.383 -3.558 -0.298
C 1.584 -4.317 -1.265
H 2.284 -3.758 -3.235
C -1.294 -2.548 4.180
C -2.812 -2.846 1.016
H 1.128 3.884 3.143
C -3.526 -3.961 1.795
N 0.286 0.346 1.624
C -0.617 1.258 1.799
Se 4.013 0.572 2.402
C 2.994 -4.495 -0.704
H 1.696 -6.099 -2.496
C -0.534 -4.917 3.863
H 1.903 -3.632 3.598
H -2.981 -0.693 0.841
H 1.095 -3.119 5.066
H -2.332 -2.716 3.915
C 1.364 1.103 -3.090
N 2.522 -0.220 1.846
H -1.498 -5.284 3.508
H -1.187 3.243 2.466
H -4.510 -2.555 -0.274
C -1.326 -3.175 0.919
C -3.457 -2.822 -0.377
H -1.064 -1.495 4.010
C 0.896 2.912 2.729
H -1.199 -2.731 5.252
C -0.319 -3.408 1.925
H -0.944 -0.084 -3.184
H -3.390 -4.918 1.288
*
```

The value obtained for the strongest force on any atom is 0.0116 hartree/bohr. Its LUMO energy (alpha / beta) is -4.1 / -4.1 eV. The calculation puts the HOMO-LUMO gap (alpha / beta) at 5.52 / 7.93 eV. As for the energy above the lowest of the compared OMol25 structures with the same formula, charge and spin: 0.386 eV.

Results of the Mulliken charge analysis, in e, for atoms 1 through 5: C 0.700; H 0.380; H 0.387; C -0.945; C -1.701

---

# 4
Formula: C19H40BNO8PS
Source: the Open Molecules 2025 dataset
Level of theory: ωB97M-V/def2-TZVPD

```
! RIJCOSX wB97M-V def2-TZVPD def2/J DEFGRID3
* xyz -1 1
C 6.894 4.402 -2.711
O -0.249 2.229 3.209
O -0.749 3.004 -1.293
P -2.237 2.299 -1.676
H 2.798 -1.282 -2.319
O -3.361 3.013 -0.648
C 0.617 2.180 4.348
H -1.854 -6.950 -1.967
B -2.723 -1.414 -0.261
H 7.886 4.324 -3.156
C -1.556 2.624 5.147
H 7.155 5.350 -0.746
H -2.314 2.031 3.187
H 4.798 4.801 -0.838
H 0.790 1.127 4.595
H -1.733 -4.609 -0.548
C 2.169 -0.384 -2.179
H 6.428 5.323 -3.074
H 5.473 3.323 -3.973
H -1.335 -6.953 -0.275
H 2.010 0.066 -3.183
C -4.668 -2.194 1.333
H -0.097 0.507 -2.899
H 2.076 1.542 -1.168
H 5.411 3.400 0.063
H 1.575 2.640 4.098
H -4.996 -6.603 0.749
C -2.095 0.532 -1.138
C -2.164 -6.715 -0.948
C -3.911 -6.565 0.628
O -3.205 -0.017 -0.436
C 0.739 -0.740 -1.583
S -1.746 -1.601 1.408
H -1.319 0.571 -0.324
H 7.615 3.644 -0.831
C -0.101 2.900 5.476
H 0.716 -1.798 -1.252
H -3.235 -8.480 -0.190
H -3.080 -4.880 -1.667
C -4.129 -2.268 0.023
C 2.822 0.724 -1.285
H 0.201 2.551 6.464
H -3.444 -6.840 1.581
H 3.162 0.358 -0.300
C 6.901 4.389 -1.194
H 0.624 -0.112 -0.674
C -3.416 -7.450 -0.503
H 6.589 2.282 -3.067
H -4.619 -2.904 -0.748
H 0.096 3.975 5.419
H -1.831 1.622 5.488
H -2.224 -0.497 -3.119
O -1.970 -1.746 -1.466
O -2.594 2.454 -3.127
H 3.667 1.162 -1.879
O -3.512 -5.231 0.310
C 6.008 3.211 -3.029
O 5.066 3.099 -1.956
C -1.633 -0.573 -2.177
C 5.482 3.947 -0.879
H -4.148 -7.464 -1.316
H -5.141 -1.265 1.714
H -0.616 2.739 -0.372
H -4.596 -3.024 2.067
H -3.265 2.540 0.190
H -1.690 3.693 3.262
C -2.576 -5.263 -0.774
H -1.593 -0.299 1.816
C -1.548 2.671 3.630
H -2.251 3.338 5.591
N -0.247 -0.471 -2.647
*
```

The value obtained for the strongest force on any atom is 0.0655 hartree/bohr. Its LUMO energy is 2.4 eV. The calculation puts the HOMO-LUMO gap at 5.30 eV.

Results of the Mulliken charge analysis, in e, for atoms 1 through 5: C -0.569; O -0.330; O -0.468; P 0.927; H 0.303

---

# 5
Formula: C10H20CaO24PS5
Source: the Open Molecules 2025 dataset
Level of theory: ωB97M-V/def2-TZVPD

```
! RIJCOSX wB97M-V def2-TZVPD def2/J DEFGRID3
* xyz -1 1
O -1.808 -1.267 4.045
S 1.256 -0.624 -2.814
C -3.211 2.002 -2.583
H 4.617 1.928 -0.816
C 2.858 -0.023 -4.525
H -2.281 3.975 -2.934
H 2.953 -0.896 -5.167
C 3.532 1.992 -0.695
O 0.382 -1.956 0.739
S -2.479 -1.642 2.676
H 3.830 3.756 0.668
O 1.541 -3.725 1.939
O 2.359 0.231 1.401
H -4.287 -2.627 4.229
O -2.632 3.631 -0.982
O -3.886 -0.997 3.094
H -2.500 -2.301 5.663
O 2.787 -0.444 -3.164
Ca 0.219 0.444 0.647
O -3.817 1.663 -1.320
S 1.651 3.150 -1.726
O -1.898 1.609 0.203
O 2.502 -2.838 -0.164
H 1.317 -5.764 2.164
C 1.591 0.815 -4.770
C 3.060 3.137 0.217
O -1.919 -0.900 1.638
H 3.294 1.026 -0.236
H 1.078 0.547 -5.697
H -2.687 -0.498 5.703
O 2.415 4.058 -0.724
O 1.328 3.896 -2.892
S 1.301 -3.006 0.547
O 0.762 0.664 -3.608
S -3.043 2.368 -0.122
C -0.243 -4.862 0.917
H -4.029 2.343 -3.211
O 2.626 1.418 3.746
H 2.330 2.800 0.971
O 0.460 0.215 2.915
C -4.135 -1.557 4.386
H -4.999 -1.145 4.891
H -0.548 -5.849 0.581
O -3.959 2.718 0.886
H -1.187 2.751 -2.185
C -2.769 -1.404 5.110
C -2.201 3.127 -2.262
H 3.728 0.614 -4.672
H -1.133 -4.273 1.139
P 1.750 1.090 2.583
H -2.719 1.117 -2.978
C 0.711 -4.858 2.119
H 0.136 -4.781 3.041
O 0.774 -1.793 -3.454
O 1.038 -0.428 -1.448
O 1.005 2.222 1.754
O 0.666 2.374 -1.080
O -2.632 -3.057 2.568
H 1.747 1.890 -4.852
O 0.514 -4.239 -0.118
O 2.888 2.183 -1.980
*
```

The value obtained for the strongest force on any atom is 0.0569 hartree/bohr. Its LUMO energy is 1.9 eV. The calculation puts the HOMO-LUMO gap at 4.62 eV.

Results of the Mulliken charge analysis, in e, for atoms 1 through 5: O -0.258; S 0.825; C -0.252; H 0.368; C -0.395

---

# 6
Formula: CClO4P
Source: the Open Molecules 2025 dataset
Level of theory: ωB97M-V/def2-TZVPD

```
! RIJCOSX wB97M-V def2-TZVPD def2/J DEFGRID3
* xyz -2 1
O -0.270 -2.020 -0.043
P 0.272 -0.737 0.457
Cl -0.473 0.814 -2.115
O 0.066 -0.545 1.929
O -2.107 1.080 -0.137
O 1.548 -0.304 -0.136
C -1.078 0.545 -0.303
*
```

The value obtained for the strongest force on any atom is 0.0399 hartree/bohr. Its LUMO energy is 6.4 eV. The SMILES is O=C(Cl)P(=O)([O-])[O-]. The calculation puts the HOMO-LUMO gap at 6.17 eV. As for the energy above the lowest of the compared OMol25 structures with the same formula, charge and spin: 2.285 eV.

Results of the natural (NBO) charge analysis, in e, for atoms 1 through 5: O -1.223; P 2.363; Cl -0.411; O -1.237; O -0.602